#a
{
  "formula": "C4H15N3O",
  "method": "the ωB97M-V functional and the def2-TZVPD basis",
  "elements": ["C", "H", "H", "H", "C", "C", "H", "N", "C", "H", "H", "N", "O", "N", "H", "H", "H", "H", "H", "H", "H", "H", "H"],
  "coordinates": [[-2.73141, -1.01365, 0.52143], [2.20984, -0.83182, -1.51011], [-0.41420, 1.23658, 1.42727], [-3.58972, -0.50751, 0.97984], [1.14974, 1.15671, 0.14193], [1.22116, -0.42212, -1.74266], [1.38674, 3.11271, -0.31413], [0.54221, -0.01866, -0.52307], [0.29621, -1.46145, 0.60424], [2.22628, 0.96968, 0.25320], [-0.08840, -2.22106, -0.06497], [0.98161, 2.29331, -0.75208], [-1.69885, -0.10875, 0.33157], [0.59072, 1.41548, 1.45272], [0.63993, -1.19499, -2.24485], [-0.65118, 0.17492, -0.56071], [-2.44822, -1.81773, 1.22755], [-3.07977, -1.47922, -0.41395], [1.34837, 0.43305, -2.40950], [1.36878, -1.58615, 0.75654], [-0.01169, 2.48247, -0.85558], [0.98359, 0.78905, 2.14633], [-0.23174, -1.40085, 1.54900]],
  "lumo_ha": 0.02773,
  "orbital_gap_ev": 8.61,
  "e_homo_ev": -7.86
}

#b
{
  "formula": "C4H15N3O",
  "method": "the ωB97M-V functional and the def2-TZVPD basis",
  "elements": ["H", "N", "H", "C", "N", "C", "H", "N", "O", "H", "H", "H", "H", "H", "H", "H", "C", "H", "H", "H", "H", "H", "C"],
  "coordinates": [[1.48453, -1.35602, 1.83275], [-0.23324, 0.68964, -0.25399], [-0.25265, -1.41887, 1.58893], [0.76229, 0.29929, 0.75069], [-1.53329, 2.58474, -1.05712], [-0.27610, 2.13658, -0.55249], [-0.13724, -1.93180, -0.72497], [1.93388, -1.98933, -0.99712], [-2.75085, -0.01264, 0.77901], [-1.85723, 0.14604, 0.40625], [-0.08690, 0.18998, -1.12916], [-2.78004, -0.70213, 1.45221], [0.50148, 2.41975, -1.27718], [1.77857, 0.52051, 0.41015], [0.72914, -3.15981, 0.18426], [-1.69127, 2.34055, -2.02085], [0.76376, -2.10699, -0.13424], [2.06260, -1.07905, -1.42555], [0.48955, 0.86203, 1.63231], [2.76615, -2.19675, -0.45944], [-0.05610, 2.64940, 0.37271], [-2.31099, 2.31092, -0.46338], [0.69397, -1.19605, 1.08626]],
  "lumo_ha": 0.03108,
  "orbital_gap_ev": 10.24,
  "smiles": "NCCCNCN.O",
  "e_homo_ev": -9.40
}

Stability, highest: #b

#a
{
  "formula": "C3H12NO4",
  "method": "the ωB97M-V functional and the def2-TZVPD basis",
  "elements": ["O", "C", "O", "C", "H", "O", "H", "H", "H", "N", "O", "H", "H", "H", "H", "H", "H", "H", "H", "C"],
  "coordinates": [[0.62526, 1.14090, -2.25879], [0.80897, 0.58574, 0.64782], [0.79342, 1.96208, 0.31541], [-0.84418, -1.31406, 1.10065], [1.34181, 0.42206, 1.65370], [0.37946, -1.30013, -2.02685], [0.49721, -1.34890, -2.94966], [-0.45033, -1.24818, 2.17656], [-1.06208, 0.38735, -0.20439], [-1.37953, 0.89307, 1.80913], [0.02668, -2.25338, 0.54494], [0.70646, 1.95528, -0.63702], [0.02521, 1.62336, -2.79554], [1.33593, -0.05536, -0.04697], [-0.79224, 0.75800, 2.68433], [-1.25996, 1.92893, 1.59308], [0.45499, 0.10648, -2.16816], [0.17954, -1.94423, -0.41009], [-1.92992, -1.57667, 1.04069], [-0.62953, 0.11910, 0.71852]],
  "charge": -1,
  "lumo_ha": 0.14478,
  "orbital_gap_ev": 8.82,
  "e_homo_ev": -4.88
}

#b
{
  "formula": "C3H12NO4",
  "method": "the ωB97M-V functional and the def2-TZVPD basis",
  "elements": ["C", "H", "H", "O", "O", "H", "O", "N", "H", "H", "H", "H", "O", "H", "C", "H", "H", "H", "C", "H"],
  "coordinates": [[0.93938, 1.07182, 0.31751], [0.23075, 0.58260, 2.71252], [-1.11703, -2.11221, -1.16891], [2.01829, 0.47611, -0.23666], [1.33609, -1.08090, -2.29201], [-2.13475, 0.12262, 1.56295], [-2.06735, 0.91628, -0.23822], [0.29081, -0.34708, 2.29952], [-0.20107, -1.36545, -2.29082], [-1.29022, 1.73843, 1.38714], [1.24224, -0.73865, 2.22250], [1.21067, 1.86580, 1.07698], [-1.13711, -1.63546, -1.99807], [1.61153, -0.46436, -1.47924], [-1.41792, 0.71334, 1.01097], [0.34464, 1.66790, -0.43780], [-1.88440, 0.10480, -0.81076], [0.06895, -0.86540, 0.33562], [-0.06311, 0.04740, 0.88778], [2.01961, -0.69761, -2.86098]],
  "charge": -1,
  "lumo_ha": 0.14692,
  "orbital_gap_ev": 7.50,
  "e_homo_ev": -3.50
}

Stability, highest: #a

#a
{
  "formula": "C2H7N3S",
  "method": "the ωB97M-V functional and the def2-TZVPD basis",
  "elements": ["H", "N", "C", "H", "H", "N", "H", "H", "C", "H", "N", "H", "S"],
  "coordinates": [[0.44412, -2.22812, 1.02584], [-0.32438, 0.33926, 1.56869], [-0.12570, -0.16322, 2.82606], [-0.91721, 1.04393, 1.52782], [0.15151, 0.68217, 3.69051], [-0.19577, 0.61300, -0.62251], [0.66635, -1.02898, 2.95173], [-1.02866, -0.76335, 3.39499], [0.01170, -0.36445, 0.30640], [-0.06016, 1.61884, -0.18285], [0.28369, -1.66049, 0.08944], [1.12337, -0.61063, -1.90214], [0.12249, 0.58811, -2.28437]],
  "lumo_ha": 0.01680,
  "orbital_gap_ev": 8.98,
  "smiles": "[H]/N=C(\\NC)NS",
  "e_homo_ev": -8.52
}

#b
{
  "formula": "C2H7N3S",
  "method": "the ωB97M-V functional and the def2-TZVPD basis",
  "elements": ["H", "H", "H", "N", "H", "H", "N", "H", "H", "C", "S", "N", "C"],
  "coordinates": [[1.40967, 1.93718, 0.25875], [-0.75782, 2.40286, -0.67758], [-1.13863, -2.37356, 0.05414], [0.71339, 1.24449, 0.05557], [0.94203, -1.97065, -0.59029], [-1.11308, 1.67489, 0.75970], [0.44510, -1.16639, -0.14714], [-1.30948, -0.94877, 1.05458], [-1.67217, -0.87132, -0.64384], [-0.98761, -1.32979, 0.09292], [2.89360, -0.10281, 0.00504], [-0.66625, 1.51713, -0.16115], [1.24123, -0.01326, -0.06071]],
  "lumo_ha": 0.02550,
  "orbital_gap_ev": 8.67,
  "smiles": "CNC(=S)NN",
  "e_homo_ev": -7.98
}

Stability, highest: #b